No. 1
The following is a quantum chemistry calculation of a cluster of 2 separate species, C24H33N3O2P2 in total, from the OMol25 dataset.

Properties
E_HOMO   -12.067 eV
LUMO energy   -0.2800 Ha
Kohn-Sham gap   4.4 eV
F_max   0.58 eV/A
Relative energy (zero: lowest compared OMol25 entry of this formula, charge and spin)   0.000 eV

Structure (ORCA input):
```
! RIJCOSX wB97M-V def2-TZVPD def2/J DEFGRID3
* xyz 2 1
C 1.92 -4.68 -2.02
C 2.39 -4.06 -3.30
O 3.20 -4.57 -4.03
N 1.72 -2.85 -3.67
C 1.67 -2.67 -5.14
P 2.27 -1.37 -2.90
C 3.63 -1.88 -1.77
C 4.18 -0.71 -0.99
C 5.27 -0.02 -1.54
C 5.84 1.05 -0.88
C 5.33 1.45 0.34
C 4.27 0.76 0.89
C 3.68 -0.32 0.25
C 2.56 -1.05 0.95
P 0.60 -0.85 -1.62
C -0.65 -0.62 -2.93
O 0.06 -2.31 -0.98
H 1.72 -3.94 -1.25
H 2.67 -5.38 -1.66
H 0.98 -5.21 -2.21
H 1.06 -3.46 -5.56
H 1.19 -1.72 -5.36
H 2.65 -2.69 -5.60
H 3.42 -2.71 -1.11
H 4.39 -2.22 -2.47
H 5.67 -0.33 -2.49
H 6.69 1.56 -1.32
H 5.76 2.29 0.88
H 3.88 1.05 1.86
H 2.86 -1.29 1.97
H 1.66 -0.43 0.97
H 2.29 -1.98 0.45
H -0.63 -1.39 -3.70
H -1.62 -0.63 -2.45
H -0.47 0.35 -3.39
H -0.25 -2.90 -1.69
C -4.96 6.65 2.74
N -4.49 5.25 2.60
C -3.73 4.93 1.53
C -3.26 3.65 1.37
C -3.56 2.68 2.32
C -4.35 3.03 3.41
C -4.81 4.33 3.52
C -3.03 1.29 2.19
C -2.27 0.73 3.20
C -1.80 -0.56 3.06
N -2.08 -1.28 1.96
C -2.81 -0.75 0.97
C -3.29 0.54 1.05
C -1.58 -2.66 1.81
H -5.53 6.93 1.85
H -4.10 7.30 2.86
H -5.60 6.72 3.62
H -3.52 5.72 0.83
H -2.64 3.43 0.51
H -4.63 2.32 4.16
H -5.43 4.65 4.34
H -2.01 1.28 4.10
H -1.19 -1.04 3.81
H -2.98 -1.38 0.11
H -3.88 0.93 0.23
H -0.99 -2.69 0.89
H -2.42 -3.35 1.76
H -0.95 -2.90 2.66
*
```

No. 2
The following is a quantum chemistry calculation of an isolated molecule of C24H33N3O3, from the OMol25 dataset.

Properties
E_HOMO   -8.275 eV
LUMO energy   0.0241 Ha
Kohn-Sham gap   8.9 eV
SMILES   Cc1nn(C)c(C)c1CCC(=O)N1CCC[C@@H](C(=O)c2cccc(OC(C)C)c2)C1
F_max   0.78 eV/A
Relative energy (zero: lowest compared OMol25 entry of this formula, charge and spin)   1.734 eV

Structure (ORCA input):
```
! RIJCOSX wB97M-V def2-TZVPD def2/J DEFGRID3
* xyz 0 1
C 2.29 5.63 -2.67
C 3.02 4.50 -2.05
N 4.34 4.46 -2.02
N 4.67 3.32 -1.40
C 3.58 2.62 -1.02
C 2.48 3.36 -1.42
C 1.05 2.99 -1.24
H 0.41 3.87 -1.36
H 0.89 2.61 -0.23
C 0.62 1.90 -2.23
C -0.57 1.12 -1.71
O -1.15 1.42 -0.68
N -0.99 0.06 -2.45
C -0.29 -0.49 -3.59
H -1.05 -0.88 -4.28
C 0.62 -1.64 -3.15
C -0.18 -2.68 -2.37
H -0.86 -3.20 -3.06
H 0.50 -3.43 -1.95
C -1.02 -2.06 -1.25
C -0.19 -1.48 -0.11
O 0.94 -1.06 -0.27
C -0.87 -1.39 1.20
C -0.67 -0.23 1.96
C -1.29 -0.09 3.18
C -2.10 -1.10 3.69
C -2.29 -2.27 2.96
C -1.67 -2.40 1.71
H -1.82 -3.33 1.18
O -3.02 -3.35 3.35
C -3.73 -3.33 4.58
C -4.01 -4.79 4.92
H -3.07 -5.34 5.01
H -4.55 -4.85 5.87
H -4.61 -5.24 4.14
C -5.03 -2.53 4.45
H -5.67 -3.00 3.70
H -5.55 -2.52 5.40
H -4.83 -1.51 4.14
H -3.09 -2.90 5.37
H -2.56 -0.96 4.65
H -1.15 0.81 3.75
H -0.05 0.56 1.55
H -1.70 -2.81 -0.85
C -1.86 -0.90 -1.82
H -2.56 -1.29 -2.56
H -2.41 -0.39 -1.02
H 1.41 -1.24 -2.50
H 1.09 -2.10 -4.02
H 0.28 0.28 -4.11
H 0.38 2.35 -3.20
H 1.45 1.21 -2.37
C 3.68 1.32 -0.31
H 2.70 0.89 -0.15
H 4.16 1.45 0.66
H 4.28 0.61 -0.88
C 6.05 2.98 -1.20
H 6.29 2.03 -1.70
H 6.27 2.88 -0.14
H 6.65 3.78 -1.63
H 1.66 5.28 -3.49
H 3.00 6.35 -3.06
H 1.65 6.12 -1.93
*
```

No. 3
The following is a quantum chemistry calculation of a structure of composition C24H33N3O4 at a distorted geometry, from the OMol25 dataset.

Properties
E_HOMO   -7.972 eV
LUMO energy   0.0231 Ha
Kohn-Sham gap   8.6 eV
F_max   15.46 eV/A
Relative energy (zero: lowest compared OMol25 entry of this formula, charge and spin)   22.871 eV

Structure (ORCA input):
```
! RIJCOSX wB97M-V def2-TZVPD def2/J DEFGRID3
* xyz 0 1
O 2.73 2.08 0.50
C 2.26 0.96 0.15
N 1.22 0.82 -0.57
C 0.67 -0.25 -1.17
H 0.88 -0.94 -0.59
H -0.49 -0.02 -1.27
C 1.17 -0.46 -2.40
H 2.52 -0.17 -2.37
H 0.98 -0.02 -3.23
C 1.45 -2.08 -2.77
N 0.29 -2.89 -2.77
C -0.42 -3.15 -1.69
C -1.51 -4.14 -2.41
O -2.39 -3.86 -3.21
C -1.51 -3.33 -4.42
C -0.75 -2.24 -3.93
H -0.11 -1.97 -4.98
H -1.27 -1.34 -3.66
H -2.25 -3.13 -5.13
H -1.18 -4.26 -4.71
H -2.12 -4.49 -1.41
H -1.11 -5.14 -2.40
H 0.10 -3.66 -0.93
H -1.27 -2.36 -1.25
H 2.37 -2.27 -3.54
H 1.97 -2.65 -1.91
C 0.53 2.36 -1.10
H 1.48 2.80 -1.16
C -0.35 2.95 0.22
C -0.85 4.25 -0.28
C -1.30 4.89 1.02
C -2.17 4.10 1.70
C -2.29 2.67 1.58
C -1.42 2.11 0.51
H -1.06 1.15 1.03
H -1.96 1.56 -0.16
H -2.80 2.11 2.08
H -3.17 4.44 2.55
H -1.94 5.82 0.70
H -0.63 5.29 1.82
H -1.71 4.09 -1.08
H -0.16 4.88 -0.45
H 0.40 3.12 1.07
H -0.11 2.18 -1.89
C 2.89 -0.17 0.98
N 1.81 -0.96 1.58
C 1.50 -2.21 1.41
O 2.05 -2.88 0.49
C 0.68 -2.87 2.49
H 0.12 -3.67 2.17
O -0.48 -1.99 2.72
C -0.09 -0.72 3.10
C -0.89 -0.10 3.80
C -0.74 1.31 4.23
C 0.48 1.77 3.83
C 1.29 0.97 3.21
C 1.11 -0.08 2.62
H 2.35 1.57 2.88
H 0.93 2.73 4.31
H -1.57 1.76 4.90
H -1.88 -0.35 4.08
H 0.96 -3.12 3.40
H 3.74 0.02 1.44
H 3.00 -0.83 0.23
*
```

No. 4
The following is a quantum chemistry calculation of a structure of composition C24H33N7SSiTl at a distorted geometry, from the OMol25 dataset.

Properties
E_HOMO   -4.041 eV
LUMO energy   0.0872 Ha
Kohn-Sham gap   6.4 eV
F_max   1.02 eV/A
Relative energy (zero: lowest compared OMol25 entry of this formula, charge and spin)   0.000 eV

Structure (ORCA input):
```
! RIJCOSX wB97M-V def2-TZVPD def2/J DEFGRID3
* xyz -1 1
Tl 0.74 1.21 -0.02
S -1.95 -0.14 0.34
C -2.66 -0.45 -1.23
N -3.82 -1.02 -1.41
N -4.50 -1.35 -0.31
C -5.83 -1.71 -0.36
C -6.50 -1.88 -1.58
C -7.84 -2.23 -1.58
C -8.54 -2.43 -0.39
C -7.86 -2.26 0.82
C -6.52 -1.92 0.84
N -2.09 -0.18 -2.48
N -1.03 0.44 -2.47
C -0.46 0.66 -3.75
C -0.62 -0.25 -4.80
C 0.06 -0.05 -5.99
C 0.88 1.05 -6.16
C 1.03 1.96 -5.12
C 0.37 1.76 -3.92
H -4.05 -1.13 0.58
H -5.96 -1.72 -2.50
H -8.36 -2.35 -2.52
H -9.59 -2.69 -0.40
H -8.39 -2.40 1.75
H -6.00 -1.79 1.77
H -1.26 -1.10 -4.64
H -0.06 -0.77 -6.80
H 1.42 1.20 -7.09
H 1.68 2.82 -5.24
H 0.48 2.46 -3.09
N 2.68 3.84 0.77
C 2.59 3.81 2.23
C 1.15 3.97 2.70
N 0.34 2.78 2.43
H 3.61 3.60 0.45
H 2.44 4.75 0.40
H 3.19 4.59 2.71
H 2.96 2.84 2.57
H 0.70 4.81 2.17
H 1.17 4.22 3.76
H -0.64 2.95 2.62
H 0.64 2.01 3.02
C 3.20 -0.59 -1.60
Si 3.58 -1.10 0.18
C 3.85 -2.97 0.11
C 5.31 -0.40 0.54
N 2.32 -0.55 1.15
C 2.12 -0.73 2.48
C 3.09 -1.26 3.38
C 2.85 -1.38 4.74
C 1.63 -1.00 5.29
C 0.65 -0.51 4.44
C 0.88 -0.38 3.08
H 3.90 -1.05 -2.31
H 3.25 0.49 -1.75
H 2.19 -0.92 -1.89
H 4.65 -3.22 -0.60
H 2.94 -3.49 -0.20
H 4.14 -3.37 1.09
H 6.00 -0.63 -0.28
H 5.72 -0.82 1.46
H 5.28 0.69 0.66
H 4.05 -1.56 2.97
H 3.63 -1.78 5.38
H 1.45 -1.10 6.35
H -0.32 -0.23 4.84
H 0.07 -0.04 2.43
*
```

No. 5
The following is a quantum chemistry calculation of a structure of composition C24H33O6Ru at a distorted geometry, from the OMol25 dataset.

Properties
E_HOMO (spin up / spin down)   -1.921 / -2.983 eV
LUMO energy (spin up / spin down)   0.0834 / 0.0833 Ha
Kohn-Sham gap (spin up / spin down)   4.2 / 5.3 eV
F_max   2.89 eV/A

Structure (ORCA input):
```
! RIJCOSX wB97M-V def2-TZVPD def2/J DEFGRID3
* xyz -1 5
C -0.11 -0.14 -3.57
C -0.71 -1.20 -2.60
C -0.32 1.27 -2.94
C -1.45 1.11 -1.92
H -0.54 2.00 -3.73
H 0.60 1.58 -2.42
C -1.29 -0.37 -1.46
H 0.10 -1.87 -2.28
H -1.50 -1.80 -3.09
C -0.22 -0.17 -0.38
H -2.19 -0.81 -0.99
H -2.42 1.26 -2.41
C -1.30 1.89 -0.58
C 1.35 -0.31 -3.90
C -0.66 -0.20 -5.00
O -1.19 0.77 -5.51
O 2.15 -1.03 -3.32
O 1.67 0.42 -4.98
O -0.52 -1.34 -5.71
C 0.04 -2.61 -5.26
H -0.20 -2.86 -4.22
H 1.13 -2.60 -5.41
H -0.41 -3.34 -5.93
C 3.04 0.29 -5.38
H 3.71 0.66 -4.59
H 3.13 0.90 -6.27
H 3.28 -0.76 -5.60
O -0.63 1.02 0.32
H 0.79 0.00 -0.81
H -0.12 -1.02 0.32
C -2.70 2.17 -0.03
C -0.46 3.17 -0.63
H -0.40 3.60 -1.64
H 0.56 2.99 -0.26
H -0.93 3.91 0.03
H -2.64 2.53 1.00
H -3.33 1.28 -0.03
H -3.19 2.94 -0.63
Ru 0.38 -0.47 4.34
C -1.82 -1.25 4.55
C -2.16 -0.97 3.18
C -1.33 -1.74 2.34
H -2.99 -0.35 2.84
C -0.34 -2.38 3.15
C -0.71 -2.20 4.54
H -0.42 -2.84 5.37
H -2.41 -1.01 5.43
H -1.48 -1.89 1.27
H 0.42 -3.07 2.78
C 2.21 1.32 3.25
C 2.39 0.28 4.24
C 2.19 -1.01 3.54
H 2.82 0.36 5.23
C 1.94 -0.68 2.15
C 1.98 0.72 1.99
H 1.94 1.25 1.04
H 2.32 2.38 3.46
H 2.50 -1.97 3.94
H 1.79 -1.42 1.36
C -0.27 0.70 6.41
O -0.50 1.10 5.06
H 0.25 1.55 6.88
H 0.37 -0.25 6.46
H -1.23 0.49 6.94
*
```

No. 6
The following is a quantum chemistry calculation of a structure of composition C24H34AsN4OPdS at a distorted geometry, from the OMol25 dataset.

Properties
E_HOMO (spin up / spin down)   -15.000 / -15.000 eV
LUMO energy (spin up / spin down)   -0.4476 / -0.4476 Ha
Kohn-Sham gap (spin up / spin down)   2.8 / 2.8 eV
F_max   2.61 eV/A
Relative energy (zero: lowest compared OMol25 entry of this formula, charge and spin)   0.834 eV

Structure (ORCA input):
```
! RIJCOSX wB97M-V def2-TZVPD def2/J DEFGRID3
* xyz 3 1
Pd 0.50 -0.46 0.06
C 3.30 -0.01 0.84
N 2.62 -0.44 -0.42
C 2.80 0.53 -1.54
C 3.03 -1.75 -0.83
C 4.27 -2.03 -1.34
C 4.57 -3.35 -1.71
C 3.61 -4.37 -1.65
C 2.37 -4.10 -1.14
C 2.10 -2.79 -0.64
N 0.96 -2.42 -0.02
C 0.13 -3.28 0.59
C 0.52 -4.58 1.07
C -0.42 -5.40 1.61
C -1.75 -4.95 1.72
C -2.13 -3.65 1.35
C -1.19 -2.81 0.82
N -1.48 -1.48 0.41
C -2.37 -1.47 -0.79
C -2.07 -0.65 1.52
H 4.36 0.18 0.66
H 3.21 -0.80 1.59
H 2.81 0.88 1.20
H 3.86 0.72 -1.73
H 2.31 1.45 -1.27
H 2.35 0.13 -2.44
H 5.01 -1.25 -1.46
H 5.56 -3.57 -2.10
H 3.84 -5.36 -2.02
H 1.59 -4.84 -1.19
H 1.56 -4.87 1.07
H -0.15 -6.38 1.97
H -2.50 -5.61 2.15
H -3.15 -3.32 1.49
H -3.39 -1.74 -0.50
H -2.00 -2.19 -1.52
H -2.36 -0.47 -1.22
H -3.10 -0.94 1.72
H -2.04 0.39 1.20
H -1.48 -0.79 2.43
C 0.14 4.12 1.67
As 1.18 3.15 0.41
C 0.94 3.95 -1.30
C 3.00 3.44 0.94
O 0.74 1.53 0.45
H 0.60 5.09 1.81
H 0.12 3.58 2.61
H -0.87 4.25 1.28
H 1.07 5.02 -1.19
H -0.06 3.72 -1.65
H 1.68 3.58 -2.02
H 3.15 4.52 0.94
H 3.71 2.99 0.25
H 3.15 3.06 1.95
S -1.79 1.75 -1.20
C -3.30 2.43 -0.75
N -4.35 2.33 -1.61
C -5.58 2.86 -1.39
C -5.83 3.56 -0.26
C -4.79 3.70 0.67
C -3.56 3.14 0.44
H -4.17 1.86 -2.48
H -6.32 2.69 -2.16
H -6.81 4.00 -0.09
H -4.96 4.26 1.58
H -2.76 3.23 1.15
*
```

No. 7
The following is a quantum chemistry calculation of a structure of composition C24H34AuClF6IN5OP2 at a distorted geometry, from the OMol25 dataset.

Properties
E_HOMO (spin up / spin down)   -4.825 / -4.830 eV
LUMO energy (spin up / spin down)   0.0874 / 0.0341 Ha
Kohn-Sham gap (spin up / spin down)   7.2 / 5.8 eV
F_max   1.22 eV/A

Structure (ORCA input):
```
! RIJCOSX wB97M-V def2-TZVPD def2/J DEFGRID3
* xyz -1 2
Au 2.00 -0.44 -0.42
Cl 7.13 0.18 4.71
C 6.21 0.00 3.23
C 6.86 0.02 2.03
C 6.15 -0.11 0.82
I 7.20 -0.16 -0.98
C 4.76 -0.25 0.77
O 4.11 -0.35 -0.36
C 4.10 -0.31 2.07
N 2.76 -0.56 2.04
C 2.10 -0.67 3.17
C 2.72 -0.51 4.43
C 4.06 -0.27 4.48
C 4.81 -0.18 3.28
H 7.94 0.13 2.02
H 1.04 -0.90 3.09
H 2.13 -0.59 5.34
H 4.57 -0.16 5.43
N 0.16 -0.78 -0.93
P -1.39 -0.61 -0.90
N -1.90 0.14 -2.28
C -0.91 0.64 -3.26
C -1.34 1.99 -3.80
C -2.75 1.89 -4.41
C -3.74 1.35 -3.38
C -3.26 0.02 -2.79
N -2.14 0.20 0.35
C -2.38 1.69 0.21
C -2.92 2.22 1.53
C -1.83 2.18 2.62
C -0.91 0.96 2.42
C -1.66 -0.17 1.73
N -2.18 -2.09 -0.91
C -2.41 -2.83 0.35
C -1.18 -3.62 0.81
C -0.79 -4.62 -0.29
C -0.55 -3.89 -1.62
C -1.76 -3.03 -1.99
H -0.82 -0.07 -4.10
H 0.06 0.71 -2.78
H -0.62 2.32 -4.55
H -1.33 2.72 -2.98
H -2.71 1.20 -5.27
H -3.08 2.86 -4.78
H -4.72 1.19 -3.84
H -3.86 2.08 -2.58
H -3.29 -0.74 -3.58
H -3.92 -0.31 -1.99
H -3.09 1.86 -0.58
H -1.46 2.23 -0.04
H -3.78 1.60 1.82
H -3.29 3.24 1.39
H -2.29 2.15 3.62
H -1.23 3.08 2.56
H -0.53 0.60 3.38
H -0.04 1.24 1.82
H -2.52 -0.45 2.34
H -1.01 -1.05 1.65
H -3.22 -3.53 0.16
H -2.75 -2.13 1.11
H -1.39 -4.13 1.75
H -0.35 -2.93 0.97
H -1.60 -5.35 -0.41
H 0.11 -5.17 0.00
H -0.35 -4.61 -2.43
H 0.32 -3.24 -1.52
H -2.61 -3.67 -2.22
H -1.53 -2.45 -2.89
F 1.99 2.22 0.35
P 1.74 3.48 -0.67
F 0.46 3.93 0.22
F 2.99 2.99 -1.55
F 0.76 2.52 -1.55
F 1.47 4.69 -1.69
F 2.69 4.40 0.23
*
```

no.,calculated total energy (Eh)
1,-1931.26679
2,-1324.34535
3,-1398.78206
4,-2177.87209
5,-1480.45199
6,-3990.00348
7,-3459.77899